Record 1
{
  "formula": "C23H55N3OP4SY",
  "method": "the ωB97M-V functional and the def2-TZVPD basis",
  "de_lowest_kcal_mol": 0.0,
  "gap_ev": 6.95,
  "charge": 3,
  "e_homo_ev": -16.78,
  "fmax_ev_per_a": 4.009,
  "species": ["Y", "P", "P", "P", "H", "C", "C", "H", "C", "C", "C", "C", "C", "C", "C", "C", "C", "H", "H", "H", "H", "H", "H", "H", "H", "H", "H", "H", "H", "H", "H", "H", "H", "H", "H", "H", "H", "H", "H", "H", "H", "H", "H", "H", "H", "H", "C", "C", "C", "C", "C", "C", "S", "H", "H", "H", "H", "H", "H", "C", "N", "C", "P", "O", "N", "C", "C", "N", "C", "C", "H", "H", "H", "H", "H", "H", "H", "H", "H", "H", "H", "H", "H", "H", "H", "H", "H", "H"],
  "xyz": [[0.15078, 0.29205, -0.84583], [-1.80161, 2.26762, -0.53745], [-1.85149, -1.47904, 0.61370], [2.16504, 2.19931, -1.78104], [-0.00243, -5.60327, -1.40985], [0.41036, -4.62910, -1.69140], [1.71572, -4.39923, -1.59611], [2.41601, -5.11878, -1.15658], [-2.85046, 2.44750, -2.03422], [-3.05424, 2.40551, 0.80260], [-0.99969, 3.91905, -0.40594], [-1.95972, -3.26573, 1.05741], [-2.17622, -0.79376, 2.29698], [-3.51404, -1.29981, -0.12060], [3.73152, 1.43871, -2.37741], [2.76420, 3.43438, -0.57342], [1.83339, 3.14597, -3.33020], [-0.25174, -3.93501, -2.20926], [2.12119, -3.41176, -1.86689], [-3.51223, 3.31806, -1.95155], [-3.45411, 1.53521, -2.16084], [-2.20608, 2.55330, -2.91939], [-3.64255, 3.32268, 0.67758], [-2.55799, 2.43791, 1.78352], [-3.72735, 1.53894, 0.79532], [-1.75984, 4.70170, -0.28960], [-0.39239, 4.11390, -1.30143], [-0.32954, 3.93457, 0.46731], [-3.01176, -3.53607, 1.24790], [-1.38346, -3.51428, 1.95687], [-1.57909, -3.88182, 0.23296], [-3.04042, -1.29536, 2.76043], [-2.38566, 0.28173, 2.25576], [-1.28462, -0.95429, 2.91744], [-4.21425, -1.95004, 0.42143], [-3.47233, -1.61999, -1.16904], [-3.87162, -0.26345, -0.09170], [4.24321, 2.15431, -3.04112], [3.51878, 0.52405, -2.94812], [4.38529, 1.18384, -1.53582], [3.31032, 4.24637, -1.07109], [3.43324, 2.93838, 0.13968], [1.92723, 3.86481, -0.00558], [2.79572, 3.36613, -3.82049], [1.29844, 4.07898, -3.12534], [1.22962, 2.52974, -4.01451], [1.17844, -0.96662, -4.73225], [0.69110, -0.24618, -5.84331], [0.96157, -0.67484, -7.14891], [1.72767, -1.81802, -7.36629], [2.30474, -2.47652, -6.27914], [2.08675, -2.02651, -4.98021], [0.78139, -0.57624, -3.08356], [-0.21072, 0.52814, -2.89089], [0.07935, 0.64902, -5.69050], [0.55995, -0.13425, -8.01554], [1.88052, -2.18395, -8.39016], [2.92946, -3.35091, -6.44981], [2.61443, -2.51498, -4.16523], [0.77538, -1.26000, 4.75114], [0.85900, -1.19880, 3.27866], [1.05242, -2.52794, 2.66136], [1.57349, 0.12790, 2.54675], [1.09916, 0.10210, 1.09262], [1.16521, 1.49084, 3.33786], [-0.13144, 2.14033, 3.14419], [1.82793, 1.88878, 4.58820], [3.21839, 0.12994, 2.67554], [3.89298, -1.03877, 2.06774], [3.96616, 1.39649, 2.50907], [0.30191, -2.21420, 5.01568], [0.15232, -0.44031, 5.14117], [1.77489, -1.21683, 5.21436], [1.06199, -2.46486, 1.56284], [1.98496, -3.00013, 3.00113], [0.21545, -3.16334, 2.97395], [-0.96448, 1.50882, 3.49543], [-0.12749, 3.06965, 3.73360], [-0.28724, 2.39567, 2.08508], [1.14640, 1.76346, 5.44522], [2.74138, 1.32225, 4.78235], [2.09237, 2.95700, 4.53099], [3.48651, -1.25976, 1.06058], [4.95919, -0.81031, 1.96604], [3.78767, -1.93235, 2.70649], [3.42106, 2.11559, 1.88241], [4.17529, 1.87287, 3.47771], [4.92958, 1.16486, 2.03816]],
  "lowdin_charge": [0.91, 0.73, 0.77, 0.73, 0.07, -0.08, -0.07, 0.07, -0.25, -0.24, -0.25, -0.24, -0.25, -0.28, -0.25, -0.25, -0.24, 0.04, 0.02, 0.07, 0.05, 0.05, 0.08, 0.03, 0.03, 0.08, 0.03, 0.03, 0.07, 0.03, 0.03, 0.08, 0.00, 0.01, 0.06, 0.05, 0.02, 0.07, 0.03, 0.05, 0.08, 0.02, 0.03, 0.06, 0.05, 0.03, -0.55, -0.08, -0.04, -0.02, -0.03, -0.09, 0.79, -0.05, 0.11, 0.13, 0.14, 0.13, 0.10, -0.06, -0.31, -0.10, 0.58, -0.47, -0.29, -0.07, -0.09, -0.28, -0.07, -0.07, 0.10, 0.09, 0.10, 0.07, 0.09, 0.07, 0.08, 0.11, 0.04, 0.10, 0.08, 0.11, 0.08, 0.09, 0.09, 0.06, 0.09, 0.10]
}

=====

Record 2
{
  "formula": "C23H55N4O9S2",
  "method": "the ωB97M-V functional and the def2-TZVPD basis",
  "gap_ev": 8.46,
  "charge": -1,
  "e_homo_ev": -6.21,
  "fmax_ev_per_a": 4.632,
  "species": ["N", "C", "N", "N", "C", "C", "C", "C", "S", "O", "O", "N", "S", "O", "O", "C", "C", "O", "H", "H", "H", "H", "H", "H", "H", "H", "H", "H", "H", "H", "H", "H", "H", "C", "C", "O", "C", "C", "H", "H", "H", "H", "H", "H", "H", "H", "H", "H", "C", "C", "O", "C", "C", "H", "H", "H", "H", "H", "H", "H", "H", "H", "H", "C", "C", "O", "C", "C", "H", "H", "H", "H", "H", "H", "H", "H", "H", "H", "C", "C", "O", "C", "C", "H", "H", "H", "H", "H", "H", "H", "H", "H", "H"],
  "xyz": [[6.45586, -3.55779, 1.95341], [6.06271, -2.58194, 1.17367], [5.97734, -2.90313, -0.25921], [5.79096, -1.26258, 1.76345], [4.54688, -0.63349, 1.23662], [4.78143, 0.70246, 0.39260], [3.91974, 1.94637, 0.89154], [2.36027, 1.67326, 1.00140], [1.53191, 1.26078, -0.59276], [1.40233, 2.57010, -1.35612], [2.30321, 0.32034, -1.47142], [-0.05608, 0.77933, -0.22122], [-0.18659, -0.90025, -0.00438], [-0.85190, -1.47195, -1.22587], [1.07405, -1.59917, 0.41678], [-1.40536, -1.18958, 1.39091], [-1.39926, -2.78633, 1.58602], [-1.12199, -3.30101, 2.67600], [6.51303, -3.21801, 2.92350], [5.17938, -2.44465, -0.71081], [6.84364, -2.61123, -0.73441], [6.61942, -0.67114, 1.63413], [3.89179, -0.34000, 2.13147], [3.95881, -1.40193, 0.64597], [5.88193, 0.99949, 0.54755], [4.69384, 0.51492, -0.73308], [4.27972, 2.17246, 1.95968], [4.18760, 2.88195, 0.29408], [2.07326, 0.88600, 1.77100], [1.88383, 2.64642, 1.37394], [-2.44465, -0.83320, 1.12265], [-0.98803, -0.75139, 2.34833], [-1.61065, -3.42686, 0.66948], [1.44524, -5.18424, 1.59619], [0.86122, -6.49243, 1.09349], [1.65596, -7.62922, 1.41055], [1.85379, -7.89065, 2.79001], [0.56516, -8.16405, 3.54630], [2.47898, -5.06942, 1.26145], [0.85985, -4.34032, 1.22910], [1.44753, -5.13902, 2.68767], [0.80296, -6.45468, 0.00329], [-0.16384, -6.63095, 1.45630], [2.41845, -7.07567, 3.25480], [2.48944, -8.77836, 2.84511], [-0.06832, -7.27516, 3.59411], [0.78272, -8.47556, 4.57063], [-0.01167, -8.95072, 3.05322], [6.85939, 6.20987, -0.99424], [7.36052, 4.88703, -0.44001], [6.71944, 3.75657, -1.00943], [6.87518, 3.57972, -2.40947], [8.31964, 3.39057, -2.83954], [5.77134, 6.27116, -0.91944], [7.29951, 7.04464, -0.44355], [7.12233, 6.32922, -2.04785], [7.14750, 4.85240, 0.63095], [8.44835, 4.80224, -0.54489], [6.40677, 4.40733, -2.95220], [6.31043, 2.68115, -2.66863], [8.90856, 4.29754, -2.68032], [8.37146, 3.14020, -3.90130], [8.79114, 2.58956, -2.26476], [-2.37031, 1.68619, -1.83828], [-3.50183, 0.72743, -1.51469], [-4.35480, 1.18525, -0.46796], [-5.04268, 2.40138, -0.70524], [-5.98211, 2.34443, -1.89739], [-1.81387, 1.94141, -0.93847], [-1.68630, 1.23692, -2.56016], [-2.74554, 2.62012, -2.26841], [-3.07276, -0.21561, -1.16994], [-4.08985, 0.49376, -2.41037], [-4.33140, 3.22826, -0.80293], [-5.62933, 2.60250, 0.19572], [-5.43315, 2.23188, -2.83518], [-6.57257, 3.26150, -1.96305], [-6.66223, 1.49275, -1.81218], [-9.50267, 2.48671, 0.74603], [-10.54364, 2.99084, -0.23788], [-10.27402, 2.62604, -1.58411], [-10.23594, 1.23330, -1.86706], [-11.54963, 0.52344, -1.58926], [-8.49938, 2.78356, 0.43161], [-9.69385, 2.88871, 1.74366], [-9.51402, 1.39674, 0.81763], [-10.55066, 4.08290, -0.21202], [-11.54964, 2.66549, 0.05110], [-9.40874, 0.75755, -1.33000], [-10.00593, 1.14235, -2.93138], [-11.78120, 0.51054, -0.52140], [-11.50398, -0.51177, -1.93416], [-12.37540, 1.02839, -2.09670]],
  "lowdin_charge": [0.10, -0.47, 0.06, -0.03, -0.21, -0.19, -0.22, -0.26, 0.60, -0.41, -0.38, -0.35, 0.59, -0.39, -0.39, -0.17, -0.26, 0.00, 0.04, 0.06, 0.08, 0.10, 0.11, 0.11, 0.10, 0.11, 0.12, 0.11, 0.09, 0.11, 0.10, 0.11, 0.13, -0.07, -0.27, -0.17, -0.29, -0.09, 0.09, 0.05, 0.07, 0.12, 0.11, 0.11, 0.11, 0.07, 0.07, 0.08, -0.08, -0.28, -0.17, -0.27, -0.08, 0.08, 0.07, 0.06, 0.12, 0.10, 0.11, 0.12, 0.06, 0.08, 0.08, -0.09, -0.27, -0.17, -0.29, -0.09, 0.05, 0.08, 0.06, 0.09, 0.11, 0.11, 0.11, 0.07, 0.07, 0.07, -0.08, -0.28, -0.17, -0.28, -0.08, 0.07, 0.08, 0.07, 0.12, 0.10, 0.10, 0.12, 0.06, 0.08, 0.08]
}

=====

Record 3
{
  "formula": "C23H56N4NdO2P3",
  "method": "the ωB97M-V functional and the def2-TZVPD basis",
  "gap_ev": [5.47, 5.54],
  "spin_multiplicity": 4,
  "charge": 2,
  "e_homo_ev": [-11.08, -11.02],
  "fmax_ev_per_a": 4.452,
  "s_squared": 3.90,
  "species": ["Nd", "P", "P", "N", "C", "H", "H", "C", "H", "H", "C", "H", "H", "C", "H", "H", "C", "C", "H", "H", "H", "C", "C", "H", "H", "H", "C", "C", "H", "H", "H", "C", "C", "H", "H", "H", "C", "C", "H", "H", "H", "C", "H", "H", "H", "C", "H", "H", "H", "C", "H", "H", "H", "H", "H", "H", "H", "O", "H", "H", "C", "N", "C", "P", "O", "N", "C", "C", "N", "C", "C", "H", "H", "H", "H", "H", "H", "H", "H", "H", "H", "H", "H", "H", "H", "H", "H", "H", "H"],
  "xyz": [[-0.63495, -0.03875, 0.24422], [-0.19133, -0.97267, -2.70987], [-2.06329, -1.85786, 2.03050], [-2.64392, -0.90665, -0.93445], [-1.79798, -0.27756, -3.27065], [-1.64167, 0.74662, -3.64565], [-2.17608, -0.87025, -4.12238], [-2.91982, -0.21877, -2.21037], [-3.06798, 0.84519, -1.96636], [-3.85539, -0.59839, -2.64542], [-3.86003, -0.89908, -0.09422], [-4.50602, -1.72446, -0.43332], [-4.41593, 0.03211, -0.27170], [-3.58324, -0.95278, 1.40888], [-4.44060, -1.44917, 1.88295], [-3.53180, 0.06953, 1.79429], [-1.77359, -1.16142, 3.73948], [-0.98799, 0.14472, 3.53628], [-1.47475, 0.88136, 2.86423], [0.02786, -0.06748, 3.16180], [-0.86935, 0.65585, 4.50452], [-2.70017, -3.54539, 2.14739], [-1.56931, -4.57721, 2.29602], [-1.98334, -5.58737, 2.13767], [-1.12091, -4.54529, 3.30435], [-0.75270, -4.44153, 1.56877], [0.10785, -2.31330, -3.92539], [1.56053, -2.81988, -3.87397], [1.60738, -3.77209, -4.42942], [1.91589, -3.02604, -2.85323], [2.28416, -2.13276, -4.34333], [0.99510, 0.45571, -3.09155], [2.36054, 0.18137, -2.46922], [2.90301, 1.13055, -2.35858], [2.95052, -0.48082, -3.11656], [2.30551, -0.27913, -1.47356], [-0.30650, -2.27808, -0.96436], [-3.78321, -3.63201, 3.21873], [-4.02722, -2.68102, 3.71437], [-4.71154, -3.98230, 2.75159], [-3.51252, -4.34865, 4.00127], [-0.40253, -2.11322, -5.38107], [0.17562, -2.71170, -6.10649], [-1.44688, -2.44784, -5.47831], [-0.35532, -1.06907, -5.71468], [1.14595, 0.87225, -4.56993], [1.80896, 1.75674, -4.61432], [1.60941, 0.09207, -5.19983], [0.19218, 1.17137, -5.03471], [-1.03352, -2.09116, 4.72222], [-0.09710, -2.48517, 4.29269], [-0.73962, -1.51123, 5.61062], [-1.61705, -2.94871, 5.08802], [-2.77604, -0.93231, 4.14289], [0.54700, 1.34255, -2.59397], [-3.19051, -3.71949, 1.17580], [-0.53078, -3.10079, -3.49700], [0.38261, -2.15414, 0.15229], [-2.37323, -1.90852, -1.10586], [-0.85620, -3.26571, -1.08693], [0.93686, 3.91388, -1.21709], [2.11184, 3.55414, -0.40972], [3.09628, 4.63415, -0.27201], [1.83396, 2.56419, 0.86286], [0.66628, 1.70652, 0.41785], [3.19373, 1.74987, 1.22593], [3.03729, 0.61547, 2.14394], [4.33783, 1.69796, 0.30868], [1.39760, 3.24827, 2.30050], [2.46427, 3.89273, 3.07917], [0.07628, 3.89688, 2.34901], [1.30536, 4.32757, -2.16128], [0.30451, 4.66200, -0.70635], [0.32382, 3.03246, -1.44747], [2.71876, 5.44648, 0.36905], [4.04870, 4.26605, 0.11706], [3.25395, 5.02217, -1.28683], [2.65817, -0.28354, 1.61542], [4.02333, 0.38566, 2.56879], [2.35455, 0.82792, 2.98572], [4.04648, 1.87520, -0.73580], [5.10324, 2.44096, 0.57433], [4.77831, 0.69857, 0.38939], [2.71838, 4.89450, 2.69069], [2.10501, 3.99230, 4.11882], [3.35163, 3.26515, 3.07059], [0.07174, 4.88472, 1.84603], [-0.69033, 3.26698, 1.88728], [-0.18596, 4.04002, 3.41024]],
  "lowdin_charge": [1.60, 1.04, 0.97, -0.29, -0.25, 0.10, 0.09, -0.25, 0.12, 0.13, -0.25, 0.14, 0.12, -0.32, 0.09, 0.08, -0.53, -0.16, 0.05, 0.06, 0.10, -0.55, -0.10, 0.09, 0.07, 0.07, -0.51, -0.10, 0.10, 0.08, 0.07, -0.52, -0.11, 0.07, 0.08, 0.07, -0.47, -0.10, 0.07, 0.09, 0.09, -0.09, 0.10, 0.08, 0.06, -0.09, 0.09, 0.09, 0.08, -0.09, 0.09, 0.09, 0.08, 0.11, 0.07, 0.11, 0.10, -0.43, 0.09, 0.10, -0.08, -0.29, -0.07, 0.54, -0.53, -0.30, -0.08, -0.07, -0.29, -0.08, -0.08, 0.10, 0.10, 0.05, 0.09, 0.08, 0.10, 0.09, 0.10, 0.08, 0.07, 0.09, 0.10, 0.09, 0.10, 0.08, 0.09, 0.06, 0.10]
}

=====

The records above yield total energy values of -2949.965053 -2601.784154 -2864.394175 Eh, respectively.